Entry 1:
A structure of composition C34H47BrN5O3OsSi2. Source: the OMol25 dataset; level of theory: ωB97M-V/def2-TZVPD.

Output
Frontier orbital gap, Ha: 0.2549
E_HOMO, eV: -4.756
ΔE to the lowest compared entry with this formula, charge and spin, kJ/mol: 0.00
Spin multiplicity: 1
Total energy, eV: -137886.122
Net charge: -1
LUMO, eV: 2.2

Each line ends with the Löwdin charge.
Atoms and positions in Å:
1 H -1.674 -0.567 -4.947  0.08
2 H 0.804 0.974 -4.141  0.07
3 C 1.220 -6.618 0.813  -0.29
4 C 0.002 -2.348 -3.522  -0.05
5 H 5.876 -2.239 1.102  0.09
6 Si -2.001 2.936 0.718  0.39
7 C -2.944 -0.310 -0.612  -0.21
8 H -2.324 -0.968 -3.354  0.08
9 C -1.456 4.677 1.199  -0.18
10 H 2.356 -2.196 2.929  0.09
11 H -5.208 -2.426 0.731  0.10
12 C 2.962 0.150 0.037  -0.38
13 H -1.701 0.666 -3.669  0.07
14 O -0.730 -4.714 1.536  -0.05
15 H -2.733 4.010 -1.411  0.03
16 H -2.839 0.516 -1.294  0.06
17 C -4.254 -1.959 0.527  -0.09
18 C -3.091 -2.411 1.111  -0.02
19 C 1.409 -2.027 2.416  -0.01
20 C 5.074 -1.576 0.805  -0.12
21 H 2.529 -8.282 1.093  0.11
22 C 2.199 -6.537 -1.806  -0.11
23 H -3.278 2.811 2.881  0.02
24 H 0.872 -4.853 -2.043  0.09
25 H 5.686 0.040 2.082  0.09
26 H 0.827 -0.380 -5.292  0.08
27 C 0.753 -5.637 -0.081  -0.07
28 H 2.576 -6.504 -2.821  0.09
29 N 0.053 -0.440 -2.053  -0.20
30 C 3.890 2.909 -1.510  -0.17
31 C 2.180 -7.541 0.386  -0.03
32 H -3.603 1.403 1.868  0.02
33 C -0.160 -0.831 -3.421  -0.70
34 H 1.393 3.505 1.566  0.00
35 H 0.080 -5.939 2.116  0.07
36 C -3.445 2.485 1.853  -0.16
37 H 2.336 -1.500 -1.190  0.07
38 C 2.660 -7.497 -0.910  -0.11
39 N 0.290 0.025 1.785  0.01
40 N 1.919 1.008 -0.339  -0.27
41 N -0.758 1.737 0.855  -0.17
42 H -4.370 2.951 1.503  0.03
43 H 0.713 -2.820 2.703  0.08
44 H -1.224 4.747 2.265  0.02
45 H 1.024 -2.635 -3.264  0.08
46 H -0.794 2.725 3.502  0.09
47 H -0.657 -2.858 -2.818  0.07
48 H 3.852 1.513 1.445  0.08
49 C 0.242 1.024 4.326  -0.08
50 Si 2.241 2.691 -0.611  0.39
51 H -2.279 5.372 0.998  0.03
52 H -0.584 5.022 0.648  0.01
53 H -1.938 2.462 -1.729  0.00
54 H -3.079 -3.263 1.774  0.11
55 C 0.848 -0.684 2.763  -0.31
56 C 4.967 -0.302 1.346  -0.10
57 H -0.964 -2.141 1.225  0.08
58 Os 0.094 0.181 -0.472  1.44
59 H 3.150 3.486 1.608  0.01
60 C 3.931 0.540 0.974  -0.06
61 C -1.554 -0.396 -3.875  -0.05
62 C -0.272 -4.606 0.346  -0.60
63 C 1.253 -5.620 -1.377  -0.04
64 H 0.229 1.410 5.340  0.10
65 N -1.822 -0.750 -0.030  -0.07
66 H 1.909 -0.380 -3.882  0.08
67 H 3.405 -8.219 -1.226  0.09
68 O 0.767 -6.691 2.071  0.03
69 H 4.160 -2.980 -0.544  0.10
70 C -2.630 2.981 -1.058  -0.18
71 C 4.117 -1.985 -0.116  -0.10
72 C 0.842 -0.200 4.068  -0.05
73 H 1.565 -2.114 1.341  0.06
74 H 0.037 3.721 -1.267  -0.01
75 C -0.301 1.230 2.013  -0.46
76 O -0.583 -3.715 -0.455  -0.02
77 H 4.195 3.959 -1.474  0.02
78 C 0.972 3.467 -1.765  -0.17
79 H 1.391 4.391 -2.176  0.03
80 C 3.083 -1.144 -0.492  -0.07
81 C 2.286 3.711 0.980  -0.17
82 H -3.612 2.508 -1.137  0.01
83 C -0.340 1.762 3.312  -0.04
84 H 4.708 2.304 -1.116  0.02
85 C -4.165 -0.887 -0.353  -0.67
86 C -1.888 -1.787 0.807  -0.11
87 H 1.294 -0.785 4.857  0.10
88 H 2.307 4.782 0.755  0.03
89 H 3.753 2.641 -2.561  0.03
90 Br -5.702 -0.201 -1.217  0.73
91 H -0.212 -2.683 -4.540  0.08
92 H 0.739 2.794 -2.593  0.01
93 C 0.916 -0.106 -4.237  -0.04

***

Entry 2:
An isolated molecule of C34H47NO7 in a non-equilibrium geometry. Source: the OMol25 dataset; level of theory: ωB97M-V/def2-TZVPD.

Output
SMILES: CCCCCc1cc(=O)oc2c([C@H](CCN3CCC[C@@H](C)C3)c3cc(OC)c(OC)c(OC)c3)c(OC)cc(OC)c12
Frontier orbital gap, Ha: 0.2885
E_HOMO, eV: -7.511
ΔE to the lowest compared entry with this formula, charge and spin, kJ/mol: 0.00
Spin multiplicity: 1
Total energy, eV: -51842.451
Net charge: 0
LUMO, eV: 0.3

Each line ends with the Löwdin charge.
Atoms and positions in Å:
1 H -2.101 5.685 0.996  0.12
2 H 3.152 0.034 4.048  0.10
3 C 2.665 0.278 -0.025  -0.15
4 H -4.040 4.826 -0.453  0.08
5 O 5.647 -2.503 0.845  -0.06
6 H 2.374 2.038 -2.196  0.10
7 C 5.574 -3.431 1.902  -0.08
8 C -2.949 -0.380 0.822  -0.13
9 N -0.160 3.456 -0.482  -0.17
10 H 2.124 0.219 2.025  0.11
11 H -4.691 -0.685 -0.384  0.12
12 C -0.491 4.447 1.720  -0.16
13 C -7.026 -5.216 0.379  -0.12
14 H 2.022 -1.304 3.704  0.10
15 C 1.939 2.404 -1.270  -0.12
16 C 0.324 0.501 -0.793  -0.03
17 H -7.382 -4.968 -0.619  0.07
18 C 0.713 3.258 -1.623  -0.18
19 H 1.267 1.724 0.612  0.13
20 C -0.709 0.288 0.126  -0.11
21 C -2.437 3.646 0.391  -0.36
22 H 6.095 -1.816 -3.414  0.09
23 O -3.257 -1.363 -1.889  -0.11
24 H 1.373 4.264 0.656  0.12
25 H -1.160 -0.992 -3.443  0.09
26 C -3.422 -1.884 -3.185  -0.06
27 H 6.336 -4.179 1.680  0.09
28 O 1.174 0.177 -2.963  -0.09
29 H 2.694 3.007 -0.762  0.12
30 H -2.686 -2.665 -3.404  0.10
31 H -4.938 -5.023 -0.100  0.11
32 O 3.940 -1.530 2.930  -0.11
33 H -0.373 3.475 2.201  0.10
34 C -1.964 4.681 1.409  -0.17
35 H 0.138 2.733 -2.389  0.11
36 C -1.538 3.709 -0.846  -0.16
37 C 5.312 -1.265 -2.894  -0.09
38 O -1.004 0.988 3.500  0.10
39 H 4.343 -1.495 -3.353  0.09
40 H -4.223 3.086 -0.692  0.07
41 C -5.666 -3.089 0.497  -0.23
42 C -2.084 -0.770 -1.543  -0.19
43 C 2.796 -0.171 1.279  0.04
44 H 0.928 -1.406 -4.287  0.10
45 H -5.302 -4.887 1.619  0.11
46 H -3.942 -2.741 1.742  0.12
47 H -6.010 -2.813 -0.502  0.11
48 C 1.057 -0.319 -4.273  -0.06
49 C -1.942 -0.312 -0.211  -0.01
50 C 3.064 -1.049 3.921  -0.07
51 C -4.315 -0.953 0.601  -0.15
52 H -1.852 2.939 -1.558  0.12
53 H -3.366 -1.102 -3.949  0.10
54 C 3.770 -1.096 1.638  -0.18
55 H 3.420 0.128 -2.012  0.09
56 C -3.899 3.851 0.011  -0.06
57 H -2.558 4.607 2.322  0.12
58 C 1.552 1.255 -0.330  -0.20
59 H 4.594 -3.915 1.947  0.10
60 H -2.325 2.653 0.835  0.12
61 H -4.419 -2.322 -3.194  0.10
62 H -6.991 -6.298 0.472  0.07
63 H -3.578 -2.896 0.023  0.11
64 H -4.993 -0.546 1.353  0.12
65 H 1.047 4.217 -2.059  0.13
66 H -1.660 4.697 -1.333  0.13
67 H -3.368 0.052 2.861  0.13
68 H -6.376 -2.678 1.218  0.12
69 O -0.450 0.697 1.386  0.10
70 C -4.288 -2.481 0.739  -0.19
71 H 0.233 0.155 -4.817  0.10
72 H 1.995 -0.067 -4.767  0.10
73 C -1.043 -0.621 -2.440  0.06
74 C -5.648 -4.611 0.621  -0.28
75 H -4.530 3.797 0.895  0.08
76 C 3.524 -0.211 -0.997  0.03
77 C 4.492 -1.145 -0.666  -0.18
78 C -1.354 0.612 2.405  -0.46
79 H 0.266 5.479 -0.024  0.13
80 H -0.119 5.214 2.403  0.11
81 H 5.788 -2.968 2.868  0.09
82 O 5.370 -1.694 -1.560  -0.06
83 H 5.507 -0.190 -2.983  0.10
84 H 3.371 -1.545 4.842  0.09
85 C -2.644 0.076 2.062  0.06
86 H -7.743 -4.832 1.101  0.07
87 C 0.325 4.470 0.432  -0.19
88 C 0.151 0.010 -2.086  -0.19
89 C 4.629 -1.606 0.656  -0.13

***

Entry 3:
A structure of composition C34H48BrF6N8O10S3ScSi in a non-equilibrium geometry. Source: the OMol25 dataset; level of theory: ωB97M-V/def2-TZVPD.

Output
Frontier orbital gap, Ha: 0.2925
E_HOMO, eV: -8.055
Spin multiplicity: 1
Total energy, eV: -215873.856
Net charge: 0
LUMO, eV: -0.1

Each line ends with the Löwdin charge.
Atoms and positions in Å:
1 F -1.506 -4.386 3.426  0.16
2 N -2.003 -4.439 -0.391  -0.24
3 C 1.904 1.055 2.283  -0.02
4 C -4.742 2.029 0.805  -0.05
5 C 3.952 -1.640 2.626  -0.09
6 Br 4.091 -3.788 6.680  0.74
7 H -4.542 4.584 -0.252  0.09
8 O -1.503 -4.512 -2.828  -0.22
9 H -0.554 3.541 -3.109  0.10
10 C 2.828 -2.374 2.990  -0.09
11 C -2.765 -0.290 3.863  -0.61
12 N 3.319 -1.190 -3.524  -0.01
13 H 0.708 -1.233 -4.673  0.08
14 F 1.227 -4.038 -0.329  0.12
15 H -4.799 1.402 1.686  0.07
16 H -0.653 -0.557 4.243  0.08
17 F 0.503 -6.041 -0.731  0.17
18 O -2.343 2.447 1.039  -0.16
19 S -2.385 -0.247 -0.390  0.57
20 N -0.986 1.534 -2.772  -0.16
21 C -4.019 -1.144 3.667  -0.01
22 H -3.074 4.589 2.405  0.09
23 Sc 0.098 -1.330 -0.152  0.88
24 N 2.031 -1.718 -1.813  0.07
25 N 5.032 -1.541 3.379  0.08
26 C 4.037 -0.921 -2.387  -0.04
27 H 2.010 5.099 -5.467  0.10
28 H -5.694 2.529 0.654  0.09
29 N 1.501 0.750 -6.917  0.07
30 H -2.090 1.230 5.270  0.07
31 C 2.902 1.389 -5.287  -0.16
32 C 1.926 1.838 -6.212  -0.23
33 H 1.511 3.587 1.402  0.09
34 N 2.982 0.048 -5.530  -0.06
35 H -3.762 3.128 3.118  0.08
36 C 1.072 -2.090 -4.105  0.02
37 C -1.515 -1.157 3.963  -0.01
38 H 3.426 -1.199 -0.294  0.08
39 H -4.167 -1.779 4.537  0.09
40 H 4.815 -0.655 -4.843  0.15
41 H -1.048 -0.495 -2.683  0.11
42 O -1.142 -2.481 0.923  -0.45
43 H -2.907 0.856 -3.205  0.08
44 C 0.013 2.313 3.318  -0.01
45 C 3.984 -2.929 4.990  -0.65
46 C -3.633 3.059 0.983  -0.63
47 H 2.294 0.656 1.349  0.08
48 F -0.497 -5.484 1.852  0.15
49 H 1.765 0.232 2.981  0.08
50 C 5.051 -2.158 4.544  -0.19
51 C 3.193 3.590 -4.514  -0.08
52 F -2.589 -5.769 2.205  0.14
53 H -3.503 3.447 -1.127  0.07
54 H 2.614 1.760 2.706  0.10
55 H 2.004 -3.657 4.494  0.12
56 C 2.234 4.044 -5.432  -0.09
57 C -2.927 0.550 5.139  -0.02
58 N 2.115 -0.273 -6.511  0.04
59 H 1.134 2.470 0.077  0.07
60 H 3.656 -1.872 -5.476  0.15
61 O 0.718 -3.260 2.434  0.05
62 Si -1.965 0.894 1.351  -0.05
63 C -2.159 1.533 -3.620  -0.03
64 H -0.166 3.393 0.846  0.07
65 C 3.232 -1.256 -1.346  -0.10
66 O -3.434 -3.230 1.283  -0.23
67 C -0.609 0.391 -2.204  -0.44
68 C 3.762 -0.961 -4.874  -0.06
69 O -0.307 0.767 1.422  -0.19
70 C -3.837 3.824 2.290  -0.02
71 H 5.034 -0.534 -2.422  0.12
72 H -0.966 2.747 3.151  0.07
73 H 4.280 1.921 -3.704  0.10
74 H 0.604 2.662 -2.099  0.08
75 C -0.452 2.798 -2.322  -0.01
76 H 0.686 3.080 3.696  0.10
77 O -0.685 -2.606 -1.556  -0.40
78 H -4.816 4.292 2.296  0.09
79 H -4.520 1.390 -0.042  0.04
80 H -2.782 4.713 -0.120  0.08
81 H -1.661 -1.936 4.705  0.10
82 H -4.884 -0.492 3.561  0.09
83 H -0.071 1.534 4.069  0.07
84 H -1.901 1.219 -4.635  0.09
85 H 5.946 -2.036 5.138  0.10
86 H -1.302 -1.627 3.007  0.05
87 C 0.569 1.746 2.013  -0.60
88 S -2.105 -3.561 0.921  0.66
89 F 1.342 -4.853 -2.316  0.15
90 H -3.930 -1.758 2.776  0.06
91 H 0.239 -2.551 -3.583  0.05
92 C 1.581 3.186 -6.284  -0.01
93 H -0.962 3.134 -1.419  0.08
94 C 0.778 2.885 1.015  -0.01
95 O 0.367 0.290 -1.408  -0.15
96 C -1.612 -4.858 2.195  -0.66
97 S -1.095 -4.004 -1.568  0.65
98 C 0.580 -4.812 -1.221  -0.62
99 C 2.853 -3.054 4.204  -0.03
100 O 1.542 -1.653 1.133  -0.12
101 H -2.994 -0.102 6.006  0.09
102 C 2.106 -1.672 -3.127  -0.31
103 H 3.672 4.310 -3.869  0.11
104 C -3.614 4.018 -0.210  -0.02
105 H 3.985 -1.111 1.685  0.10
106 H -2.580 2.534 -3.657  0.09
107 H -3.836 1.139 5.072  0.08
108 C 3.544 2.261 -4.417  -0.01
109 C 1.590 -2.456 2.130  -0.54
110 H 0.841 3.524 -6.991  0.11
111 O -2.676 0.637 2.786  -0.12
112 H 1.485 -2.809 -4.814  0.10

***

Entry 4:
A cluster of 10 separate species, C34H48O30 in total in a non-equilibrium geometry. Source: the OMol25 dataset; level of theory: ωB97M-V/def2-TZVPD.

Output
SMILES: C[C@H]1COC(=O)O1.C[C@H]1COC(=O)O1.C[C@H]1COC(=O)O1.C[C@H]1COC(=O)O1.O=C1OCCO1.O=C1OCCO1.O=C1OCCO1.O=C1OCCO1.O=C1OCCO1.O=C1OCCO1
Frontier orbital gap, Ha: 0.3812
E_HOMO, eV: -10.477
ΔE to the lowest compared entry with this formula, charge and spin, kJ/mol: 322.56
Spin multiplicity: 1
Total energy, eV: -97458.865
Net charge: 0
LUMO, eV: -0.1

Each line ends with the Löwdin charge.
Atoms and positions in Å:
1 H -3.012 -0.624 1.559  0.08
2 H -4.660 -3.576 -2.683  0.13
3 H -4.749 1.188 1.825  0.13
4 H 6.446 -1.330 0.208  0.15
5 H 6.798 -2.003 -1.446  0.14
6 H -0.880 2.157 6.182  0.16
7 C -5.837 -3.579 -0.895  -0.12
8 O 1.755 7.780 2.787  0.11
9 H 0.291 4.522 4.548  0.08
10 C -2.993 -1.958 -5.117  -0.12
11 O 0.796 1.959 4.966  0.07
12 H -3.041 -2.310 -7.377  0.13
13 O -0.789 0.985 3.801  0.02
14 H -0.326 -4.165 0.529  0.08
15 C 0.246 0.425 0.449  -0.16
16 O -0.715 0.313 -0.506  0.02
17 O 3.457 -3.904 -1.367  0.13
18 C -5.077 -2.719 -5.445  -0.61
19 C 2.059 -5.798 0.790  -0.07
20 O -6.724 0.947 1.029  0.08
21 O 2.920 1.986 2.161  0.13
22 O 0.980 5.649 2.367  0.06
23 H 1.206 5.587 -0.854  0.13
24 C 6.127 5.286 2.171  -0.01
25 C -4.855 -5.629 -0.749  -0.53
26 C 1.589 5.499 0.163  -0.10
27 O -5.879 -0.598 -0.157  0.08
28 C 1.004 1.223 -4.950  -0.11
29 C -3.666 -0.912 0.735  0.00
30 O 3.001 -4.946 1.408  0.08
31 H -5.824 0.174 2.844  0.14
32 O -4.352 -1.815 -4.821  0.06
33 H -5.924 -3.119 0.089  0.11
34 H 1.907 -0.470 -3.963  0.14
35 C -0.130 4.126 5.472  0.00
36 C -3.031 -2.788 -6.398  -0.08
37 H -3.860 -2.765 -1.319  0.11
38 C 0.765 -5.603 1.634  -0.30
39 O 1.812 6.822 0.683  0.06
40 O -8.046 -0.022 -0.585  0.12
41 O 5.151 -2.767 -0.373  0.09
42 O 4.131 3.927 2.352  0.08
43 C -4.534 -3.574 -1.601  -0.08
44 H -3.322 -0.289 -0.090  0.09
45 O 1.354 -0.017 3.872  0.15
46 H -5.523 -1.606 1.495  0.14
47 H -3.412 -1.971 0.685  0.08
48 C 4.893 4.714 1.461  -0.32
49 H -2.649 -0.924 -5.164  0.13
50 O 1.150 -4.494 2.427  0.05
51 H -1.169 2.979 3.383  0.13
52 H 5.150 4.260 -0.669  0.13
53 H -2.505 -2.491 -4.301  0.12
54 H 1.500 -1.136 0.924  0.13
55 O 4.283 2.704 0.493  0.05
56 O -6.045 -4.950 -0.568  0.05
57 O -1.447 -1.394 -1.970  0.10
58 C -0.595 -0.862 -1.260  -0.49
59 H 4.550 -0.291 -0.479  0.13
60 H 4.263 5.498 1.041  0.13
61 H -2.202 -3.495 -6.376  0.13
62 C -5.150 -0.690 1.037  -0.33
63 H 1.938 -5.403 -0.218  0.12
64 H -6.688 -3.280 -1.507  0.15
65 O -6.303 -2.862 -5.427  0.12
66 C 4.194 -2.926 -1.225  -0.55
67 H 1.786 1.084 -5.697  0.14
68 O -3.908 -4.827 -1.219  0.07
69 H 2.451 -6.815 0.772  0.14
70 H 6.439 6.079 1.491  0.09
71 O 2.829 -2.890 2.386  0.10
72 C -0.404 2.656 5.338  -0.36
73 C 0.558 5.069 1.168  -0.15
74 C -5.617 0.529 1.834  -0.06
75 H 0.557 4.313 6.298  0.09
76 H -0.451 5.271 0.809  0.14
77 H -0.989 4.745 5.729  0.09
78 H 5.428 -0.091 -2.025  0.14
79 O 1.900 3.319 -2.346  0.10
80 H 6.889 4.515 2.284  0.09
81 H 0.263 -0.287 -3.536  0.12
82 C 5.245 3.736 0.282  -0.07
83 C 0.560 0.861 4.148  -0.46
84 H 2.203 -0.136 -0.318  0.12
85 C 1.268 -0.589 0.011  -0.10
86 H -0.662 -5.678 -0.068  0.09
87 C 5.043 -0.809 -1.302  -0.15
88 H 0.704 1.409 0.350  0.13
89 O 1.559 1.051 -2.705  0.08
90 C -6.962 0.108 0.023  -0.54
91 O 1.208 2.485 -4.362  0.06
92 O 0.611 -1.375 -0.973  0.08
93 H 2.485 4.881 0.115  0.11
94 C -1.239 2.302 4.235  -0.13
95 H -2.299 2.231 4.475  0.14
96 C 2.407 -4.030 2.092  -0.52
97 H -1.338 -5.143 1.594  0.09
98 O 4.091 -1.714 -1.776  0.05
99 C 1.613 2.332 -3.055  -0.47
100 H 6.253 3.331 0.187  0.13
101 H -0.323 0.245 1.361  0.13
102 C 1.568 6.820 2.015  -0.50
103 H -0.009 1.178 -5.348  0.13
104 C 1.154 0.295 -3.773  -0.15
105 H 0.605 -6.495 2.239  0.15
106 C 6.034 -1.725 -0.721  -0.11
107 C 3.782 2.745 1.736  -0.50
108 H 5.858 5.784 3.103  0.09
109 O -4.315 -3.409 -6.248  0.08
110 O -4.741 -6.825 -0.496  0.11
111 H 0.611 3.988 1.298  0.12
112 C -0.508 -5.178 0.888  -0.01